The following is a quantum chemistry calculation of an isolated molecule of C10H13NO3 at a distorted geometry, from OMol25.

Each line ends with the natural charge from an NBO analysis.
Cartesian coordinates (Å):
1 C 0.3123 2.3019 0.7405  0.13
2 C -1.2918 -0.1964 -1.2327  0.83
3 C 0.7094 -1.4046 -0.7820  0.82
4 C -0.9903 3.0646 0.5951  -0.49
5 C -0.7344 2.3235 -1.7804  -0.38
6 C -1.6460 2.4273 -0.5740  -0.22
7 C -0.7486 1.2043 -0.8451  -0.05
8 C 1.2762 -1.4363 1.6518  -0.60
9 C 0.5407 -3.6291 0.5398  -0.62
10 C 1.2383 -2.3138 0.3217  -0.31
11 N 0.3702 1.2754 -0.0032  -0.39
12 O -2.3264 -0.3422 -1.8118  -0.52
13 O -0.5939 -1.2553 -0.7153  -0.52
14 O 1.4517 -1.0081 -1.6480  -0.56
15 H 1.1411 2.6229 1.4171  0.20
16 H -1.4947 2.9419 1.5449  0.23
17 H -0.7295 4.0982 0.4869  0.23
18 H -1.1105 2.1255 -2.7274  0.23
19 H 0.0830 2.9881 -1.8201  0.22
20 H -2.6479 2.3450 -0.7924  0.24
21 H 0.3257 -1.0870 2.0369  0.21
22 H 1.9189 -0.6583 1.3849  0.22
23 H 1.7626 -2.0822 2.4986  0.21
24 H 0.9866 -4.3889 1.2136  0.23
25 H 0.3819 -4.0808 -0.4809  0.21
26 H -0.5109 -3.3022 0.7961  0.21
27 H 2.3263 -2.5333 -0.0147  0.22

For the HOMO energy, the calculation gives -10.051 eV. As for the SMILES: CC(C)C(=O)OC(=O)[C@@]12C[C@@H]1CC=N2. As for the lowest unoccupied orbital energy: 0.8 eV. The relative energy (zero: lowest compared OMol25 entry of this formula, charge and spin) comes out at 230.0 kJ/mol. The value obtained for the electronic energy is -18211.667 eV.